72
Properties=species:S:1:pos:R:3:forces:R:3:lowdin_charge:R:1 method="wB97M-V/def2-TZVPD" orbital_gap_ev=8.4574 homo_ev=-12.880 total_charge=+1 de_lowest_ev=0.0000
Na 4.226517 -2.451983 -2.813131 0.3 0.7 0.4 0.826
Na -0.615265 -1.270503 -3.295352 -0.6 0.7 0.3 0.648
Na 2.842121 2.555493 -4.138621 0.1 -0.1 0.6 0.789
Na -0.191053 3.880289 -1.147597 -0.3 0.0 -0.2 0.592
Na 4.094238 2.035057 0.480160 -0.1 0.3 -0.4 0.673
P 2.386152 5.256487 -0.387308 1.1 0.6 -0.3 0.205
F 3.258750 6.168211 -1.353908 -0.4 -0.4 -0.5 -0.103
F 2.028935 4.139567 -1.574877 -0.2 0.3 -0.9 -0.212
F 3.738989 4.314794 -0.163306 -0.3 -0.1 0.9 -0.181
F 1.518129 4.272360 0.586474 -0.1 -0.1 0.2 -0.155
F 2.693843 6.214622 0.823736 0.0 -0.4 0.2 -0.082
F 1.041966 6.059013 -0.802801 -0.1 -0.5 0.2 -0.126
P 1.562975 0.476107 -1.525814 0.9 -1.3 0.1 0.243
F 1.379036 0.216403 -3.157545 -0.1 0.7 0.0 -0.164
F 2.556556 -0.852427 -1.585745 0.3 0.1 -0.5 -0.175
F 2.715461 1.561986 -1.808403 0.4 -0.4 -0.8 -0.151
F 1.996532 0.535352 0.030892 -0.9 0.4 0.2 -0.111
F 0.560208 1.693795 -1.489797 -0.6 0.1 0.3 -0.099
F 0.323192 -0.520047 -1.295368 0.2 0.0 0.4 -0.123
P -2.273002 2.288091 -3.776987 0.3 1.9 -1.0 0.168
F -0.653624 2.317447 -4.117630 0.3 -0.5 0.1 -0.201
F -2.232387 3.910621 -3.971808 -0.3 -0.5 0.0 -0.160
F -2.590970 2.063494 -5.318804 0.1 -0.2 0.0 -0.118
F -3.810449 2.303803 -3.415716 -0.1 -0.2 0.3 -0.101
F -2.172123 0.688623 -3.533091 0.3 -0.5 0.2 -0.151
F -1.881904 2.550508 -2.207380 0.2 -0.2 0.7 -0.186
P 6.029468 0.793389 -2.159690 0.0 0.0 0.6 0.177
F 7.140614 0.613567 -1.037801 -0.2 0.0 0.1 -0.101
F 7.123213 0.997453 -3.259788 0.0 0.1 -0.5 -0.078
F 6.000038 -0.830674 -2.430322 -0.2 -0.6 -0.2 -0.186
F 4.822027 0.915243 -3.281647 -0.2 0.0 -0.3 -0.185
F 4.858964 0.509376 -1.018174 0.1 -0.1 0.3 -0.215
F 5.859439 2.359304 -1.864586 0.1 0.1 0.0 -0.118
C -5.394171 -4.081033 0.569485 0.2 -0.8 0.0 -0.004
C -4.004077 -3.525313 0.557035 0.6 1.3 0.5 -0.302
C -2.890394 -4.471981 0.139445 -1.2 0.1 0.2 -0.066
O -1.953196 -3.595480 -0.489988 0.5 -0.1 -0.2 0.072
C -2.607378 -2.506571 -0.921387 -1.1 -0.2 0.4 -0.564
O -2.184978 -1.694699 -1.692632 0.7 0.0 -0.4 0.105
O -3.826698 -2.427423 -0.389270 0.0 -0.2 -0.7 0.100
H -6.116817 -3.462422 1.090184 0.0 0.2 -0.2 0.093
H -5.353599 -5.038488 1.101239 0.0 0.1 0.1 0.101
H -5.711404 -4.342155 -0.440503 -0.1 0.3 0.0 0.101
H -3.720698 -2.989789 1.471448 -0.3 -0.7 0.4 0.154
H -3.293220 -5.173775 -0.593831 0.4 -0.2 0.0 0.145
H -2.512822 -4.970278 1.026071 0.6 -0.1 -0.3 0.150
C 0.159022 -1.707314 1.834475 0.4 0.2 1.1 -0.004
C 1.608303 -2.111837 2.033623 -0.1 0.4 0.4 -0.298
C 2.317696 -1.528620 3.268470 -0.4 0.7 0.9 -0.083
O 2.489216 -2.633476 4.159241 0.4 0.0 -0.9 0.081
C 2.252821 -3.777432 3.466522 -1.3 -0.2 1.2 -0.553
O 2.396802 -4.863314 3.920631 0.5 -0.1 -0.3 0.177
O 1.581775 -3.519921 2.316109 1.2 0.2 -0.7 0.077
H 0.090132 -0.624440 1.728810 -0.2 -0.2 -0.4 0.075
H -0.355007 -1.957592 2.769171 0.0 0.1 0.0 0.104
H -0.316727 -2.300363 1.059366 0.1 0.3 -0.4 0.073
H 2.253637 -1.805083 1.204660 -0.3 -0.8 -0.5 0.130
H 1.743594 -0.745631 3.771762 -0.3 -0.3 0.1 0.130
H 3.287636 -1.061286 3.085334 0.1 -0.4 -0.4 0.126
C -2.540646 1.061219 0.635035 0.0 0.7 -0.3 0.004
C -2.609177 1.317943 2.112644 -0.8 -0.4 0.1 -0.307
C -3.601665 0.495904 2.947668 -0.1 0.2 -0.8 -0.088
O -2.939143 0.385148 4.197290 0.2 0.0 0.1 0.075
C -1.597054 0.537164 3.999799 -1.1 0.0 -0.5 -0.562
O -0.768586 0.264296 4.789211 0.7 -0.1 0.5 0.184
O -1.368640 1.009030 2.752929 0.2 0.4 0.1 0.064
H -3.319019 1.663537 0.159018 -0.3 -0.5 -0.1 0.105
H -2.590427 0.016717 0.339050 -0.1 0.0 0.1 0.074
H -1.637617 1.492931 0.199908 0.2 -0.2 0.2 0.069
H -2.940558 2.349547 2.274233 0.9 0.2 0.2 0.157
H -3.830642 -0.499311 2.553646 0.2 0.0 0.0 0.126
H -4.532865 1.056769 3.005834 0.0 -0.2 0.5 0.140

=====

78
Properties=species:S:1:pos:R:3:forces:R:3:lowdin_charge:R:1 method="wB97M-V/def2-TZVPD" orbital_gap_ev=4.3658 homo_ev=-9.057 total_charge=+1 de_lowest_ev=1.1704
F -5.927801 2.416360 0.038433 0.3 -1.0 0.8 0.139
C -5.708304 1.483199 1.002644 -1.0 1.2 1.1 -0.520
F -4.948082 2.069065 1.992592 -0.7 -0.4 -1.0 0.115
F -6.924303 1.189352 1.579860 1.1 0.5 -0.7 0.108
C -5.037268 0.229160 0.510593 0.3 -0.6 0.2 -0.008
N -4.708390 -0.616083 1.661700 0.8 0.5 -0.7 -0.040
C -5.568568 -1.709416 1.928168 -1.2 -0.8 0.4 -0.246
C -5.350651 -2.969273 1.334551 0.1 0.7 0.3 -0.004
C -6.299019 -3.975990 1.498933 -0.1 0.0 0.1 -0.070
C -7.468601 -3.731580 2.229710 0.1 0.2 0.0 -0.067
C -7.674878 -2.482335 2.823534 0.1 -0.1 0.0 -0.059
C -6.721034 -1.478717 2.689831 0.3 -0.3 -0.2 -0.023
C -3.524069 -0.438695 2.343509 -0.1 -0.1 0.1 -0.187
C -3.516137 -0.618174 3.743276 0.2 -0.1 0.2 0.028
C -2.355949 -0.422253 4.456965 0.0 -0.1 -0.1 0.017
C -1.116367 -0.152106 3.801264 -0.3 0.2 -0.1 -0.204
C 0.073098 -0.050853 4.565663 0.2 -0.4 -0.5 0.086
C 1.393123 -0.262516 4.096036 0.1 0.1 0.1 -0.196
C 2.507419 0.249569 4.832150 0.1 -0.1 0.0 0.019
C 3.800262 0.097057 4.380275 -0.4 0.2 0.1 0.015
C 4.052354 -0.642098 3.202944 0.2 0.1 -0.3 -0.182
N 5.322014 -0.741466 2.684312 0.1 0.6 1.0 -0.031
C 6.266830 0.368152 2.820600 -0.2 -0.6 0.4 -0.005
C 6.005600 1.392714 1.747871 -0.5 0.9 -1.7 -0.518
F 6.621873 2.586909 1.958794 -0.5 -1.3 0.0 0.138
F 6.418958 0.920396 0.520702 -0.3 0.7 1.2 0.108
F 4.655026 1.640955 1.625402 1.3 -0.1 0.2 0.116
C 5.732463 -1.880373 1.948073 0.4 -1.0 -1.1 -0.250
C 5.574231 -1.870302 0.555937 -0.1 -0.2 0.4 -0.028
C 5.920812 -2.993869 -0.188710 0.1 0.0 0.1 -0.059
C 6.443158 -4.124390 0.448157 -0.1 0.2 0.1 -0.066
C 6.633535 -4.120968 1.836062 0.1 0.0 -0.2 -0.068
C 6.305532 -2.995956 2.589467 -0.5 0.6 -0.1 0.000
C 2.981205 -1.256820 2.523824 -0.6 -0.1 0.1 0.032
C 1.683543 -1.041346 2.937053 0.4 0.0 -0.1 0.008
C -1.156842 0.052070 2.388994 -0.2 -0.2 -0.1 0.004
C -2.337377 -0.065720 1.680126 0.4 0.1 0.2 0.018
H -5.733854 -0.328714 -0.128211 0.3 0.3 -0.1 0.162
H -4.122900 0.530504 -0.009255 -0.4 -0.1 -0.2 0.127
H -4.430555 -3.125792 0.764386 -0.4 0.0 0.1 0.121
H -6.128871 -4.954220 1.047708 -0.1 0.3 0.1 0.110
H -8.220045 -4.517543 2.339591 0.3 0.3 -0.1 0.112
H -8.577215 -2.269340 3.393721 0.2 -0.2 -0.1 0.112
H -6.840815 -0.503272 3.160565 -0.1 -0.3 -0.2 0.117
H -4.459586 -0.877375 4.227269 0.4 0.1 0.0 0.127
H -2.373453 -0.524442 5.541106 0.0 0.1 -0.2 0.129
H -0.042374 0.148163 5.629219 0.0 0.2 -0.1 0.135
H 2.329043 0.801607 5.756213 0.0 -0.1 -0.2 0.115
H 4.646449 0.511924 4.931039 -0.5 -0.1 0.0 0.118
H 6.132460 0.858667 3.788754 0.4 -0.1 -0.2 0.126
H 7.275187 -0.040947 2.681827 -0.2 0.4 0.3 0.162
H 5.156865 -0.978103 0.088162 0.1 -0.4 0.0 0.119
H 5.773275 -2.968146 -1.267006 0.1 -0.1 0.2 0.112
H 6.700771 -5.010082 -0.138630 -0.1 0.3 0.2 0.112
H 7.043602 -5.000245 2.333971 -0.1 0.3 -0.2 0.111
H 6.448962 -2.956965 3.673286 0.0 -0.1 -0.4 0.123
H 3.196224 -1.853066 1.637887 -0.2 0.1 0.3 0.123
H 0.875385 -1.495663 2.371278 0.1 0.0 0.2 0.120
H -0.246748 0.317137 1.852924 -0.2 0.0 0.2 0.123
H -2.359321 0.073588 0.598864 0.2 0.0 0.4 0.118
N 4.249180 3.955577 8.093993 1.5 -0.1 0.1 0.085
C 2.895351 3.868682 8.091656 -1.6 -0.3 -0.7 -0.333
C 2.216240 3.477129 6.906488 0.7 0.2 0.7 -0.010
C 0.824747 3.499096 6.876989 -1.0 0.2 0.9 -0.196
C 0.120406 3.892674 8.060528 0.4 -0.1 -0.6 -0.232
N -1.226877 3.886352 7.769576 -0.5 -0.1 -0.2 0.056
C -1.423323 3.496007 6.458234 1.1 -0.1 0.2 -0.094
C -0.184084 3.238193 5.882046 -0.5 0.0 0.3 -0.054
C 0.762796 4.236925 9.246603 0.5 -0.2 -0.1 -0.018
C 2.157198 4.197892 9.266065 -0.4 0.0 -0.4 -0.033
H 4.762085 4.215003 8.924330 -0.2 -0.1 -0.3 0.099
H 4.788218 3.728342 7.269554 -0.3 0.1 0.4 0.093
H 2.780237 3.191757 6.013187 0.0 0.2 0.3 0.102
H -1.948279 4.144200 8.436502 0.3 -0.2 -0.5 0.159
H -2.418605 3.437354 6.037570 0.2 0.0 0.1 0.110
H 0.023595 2.907856 4.869263 -0.3 0.2 0.1 0.091
H 0.166729 4.518839 10.115190 0.3 -0.1 -0.1 0.113
H 2.704481 4.440568 10.177622 -0.2 0.0 -0.2 0.107

=====

49
Properties=species:S:1:pos:R:3:forces:R:3:lowdin_charge:R:1 method="wB97M-V/def2-TZVPD" orbital_gap_ev="3.3545 / 2.2891" homo_ev="-1.325 / -1.324" s2=0.76 total_charge=-1 multiplicity=2
N -0.209663 -3.263537 1.368808 -4.6 -3.9 -1.1 0.063
C -1.277917 -4.080988 1.089732 2.3 2.6 1.1 -0.193
C -2.813223 -3.527741 0.958477 -0.1 -0.6 -1.3 -0.257
C -3.071460 -2.580080 -0.390732 -2.6 -0.1 3.3 -0.496
I -2.485950 -0.474241 0.034804 -0.2 -1.5 -0.6 0.802
C -4.666285 -2.700740 -0.711197 0.5 0.5 -1.5 -0.304
C -5.670500 -2.105415 0.435448 -1.4 -0.4 -0.1 -0.213
C -6.122184 -3.173631 1.599032 0.0 1.2 0.4 -0.260
O -6.217753 -4.572199 1.153606 -0.8 1.3 -0.7 -0.154
H -0.576366 -2.313514 1.486792 0.1 0.0 -0.1 -0.020
H -1.087489 -5.243206 0.968968 -0.4 2.6 0.1 0.110
H -3.560289 -4.447383 0.828647 1.7 1.9 0.4 0.107
H -3.190908 -2.884913 1.861132 1.1 -1.3 -1.5 0.097
H -4.911085 -2.103042 -1.716904 0.7 -1.2 2.2 0.112
H -4.873455 -3.842198 -0.966168 0.3 2.4 0.8 0.114
H -5.306431 -1.136603 0.981871 -0.4 -1.9 -1.3 0.080
H -6.677406 -1.798819 -0.126713 2.2 -0.6 1.1 0.117
H -7.168491 -2.813672 2.009679 2.0 -0.7 -0.7 0.120
H -5.347940 -3.080084 2.502654 -1.7 -0.8 -2.1 0.126
H -6.878956 -4.665624 0.395864 1.3 0.6 1.6 0.113
C 2.388570 4.096498 -1.095073 0.1 0.1 -0.3 -0.072
C 2.869343 3.266749 0.130740 0.1 0.5 -0.4 -0.495
C 4.377854 2.930775 -0.025644 0.0 0.0 0.2 -0.160
C 4.651273 1.853409 -1.074487 -0.2 0.1 0.1 -0.207
C 3.810010 0.607822 -0.817470 0.0 -0.2 0.1 -0.159
C 2.295788 0.910183 -0.666318 -0.1 -0.1 -0.6 -0.496
N 2.020014 2.038785 0.286942 -0.4 -0.2 0.6 -0.196
O 2.211433 1.547762 1.591941 0.3 -0.1 0.1 -0.351
C 1.683742 1.237180 -2.053885 0.3 0.0 -0.3 -0.070
C 1.565480 -0.410707 -0.253984 0.4 0.4 0.6 -0.083
C 2.703637 4.257278 1.331343 0.0 -0.8 0.2 -0.075
H 2.527434 5.174863 -0.941668 0.1 -0.2 0.2 0.061
H 2.937798 3.862518 -2.011117 -0.1 -0.1 0.0 0.051
H 1.317922 3.954073 -1.284948 0.2 -0.2 0.1 0.072
H 4.786443 2.589892 0.935610 -0.3 0.0 -0.1 0.109
H 4.940246 3.836138 -0.289236 -0.1 0.1 0.0 0.104
H 4.456923 2.240354 -2.080264 0.0 0.0 0.0 0.089
H 5.712832 1.587388 -1.052475 0.0 0.0 0.0 0.097
H 3.971236 -0.106025 -1.635930 -0.1 0.0 0.0 0.104
H 4.186120 0.117583 0.089578 -0.3 0.2 0.0 0.110
H 0.638193 1.541229 -1.963610 0.1 0.1 0.2 0.071
H 1.706190 0.358235 -2.711232 0.1 0.0 0.2 0.068
H 2.218938 2.015270 -2.598045 0.0 0.1 0.1 0.046
H 1.968833 -0.847015 0.666478 -0.1 0.4 -0.1 0.066
H 1.677785 -1.179469 -1.030100 0.1 0.3 -0.1 0.069
H 0.494713 -0.240563 -0.112892 0.2 0.1 0.0 -0.011
H 1.650320 4.536453 1.466411 0.1 -0.2 -0.1 0.075
H 3.269162 5.181174 1.158385 0.0 -0.1 -0.3 0.060
H 3.075521 3.849800 2.277150 -0.2 -0.3 -0.3 0.061

=====

27
Properties=species:S:1:pos:R:3:forces:R:3:lowdin_charge:R:1 method="wB97M-V/def2-TZVPD" orbital_gap_ev="6.5387 / 6.5346" homo_ev="-12.595 / -12.594" total_charge=+1 de_lowest_ev=0.8652
C 2.451976 -0.428136 0.754873 -0.1 0.0 0.0 -0.074
C 3.037197 -0.329639 -0.425732 -0.1 0.1 -0.1 -0.068
C -1.893574 -1.652520 0.410015 0.6 -0.3 -0.4 -0.110
C -2.685193 0.281702 1.539707 0.1 0.0 0.0 -0.061
C -1.857307 -1.541576 -0.927060 0.2 0.3 -0.1 -0.126
C 1.001071 -0.105564 0.973295 -0.1 0.1 0.0 -0.114
C 2.307030 0.101621 -1.657220 0.3 0.2 -0.1 -0.184
C -1.670938 1.388270 1.132224 0.2 0.2 0.0 -0.134
C 0.480805 0.761996 -0.189970 0.2 -0.3 0.0 -0.377
C -0.935254 1.176985 -0.108934 0.0 -0.2 -0.4 -0.478
N -2.665455 -0.912579 1.227932 -1.0 -0.2 0.5 0.099
N 0.880612 0.164220 -1.421801 -0.7 -0.3 -0.2 -0.015
F -1.131828 -2.385015 -1.646990 -0.1 -0.1 0.1 0.068
Cl -1.693550 1.722055 -1.533042 0.2 0.0 0.4 0.896
H 2.994972 -0.769832 1.621701 0.1 0.0 0.1 0.113
H 4.081682 -0.560169 -0.557268 0.2 0.0 0.1 0.114
H -1.381574 -2.474779 0.896386 0.2 0.0 -0.1 0.148
H -3.452743 0.630580 2.216234 -0.1 0.2 0.1 0.138
H 0.430286 -1.035103 1.010630 -0.1 0.1 0.0 0.107
H 0.883607 0.406708 1.928018 0.0 0.0 0.0 0.120
H 2.716774 1.069378 -1.995758 0.0 -0.1 0.0 0.131
H 2.479491 -0.618891 -2.461024 0.0 0.1 0.1 0.133
H -2.285414 2.287999 1.058348 0.1 0.0 -0.1 0.132
H -1.004438 1.481943 1.992130 0.1 0.0 -0.1 0.135
H 1.001091 1.743602 -0.074730 -0.2 0.3 0.2 0.206
H 0.360430 0.465204 -2.233953 0.1 0.1 0.1 0.092
H -2.449764 -0.868447 -1.528007 -0.1 0.0 0.1 0.107